A molecular structure, C20H43BF2N2O11S2 in a non-equilibrium geometry. Source: OMol25; level of theory: ωB97M-V/def2-TZVPD.

XYZ file:
```
81
C20H43BF2N2O11S2, DFT ωB97M-V/def2-TZVPD
C 2.039 -1.833 0.994
N 1.991 -1.615 -0.455
C 2.904 -0.534 -0.884
B 0.766 -1.684 -1.128
O 0.667 -1.736 -2.489
N -0.641 -1.661 -0.399
S -1.284 -3.067 0.203
O -2.662 -3.136 -0.109
O -0.795 -3.410 1.484
F -0.520 -3.974 -0.828
S -0.929 -0.270 0.441
O -0.138 0.723 -0.182
O -0.986 -0.461 1.840
F -2.404 -0.041 0.000
H 1.797 -2.867 1.235
H 1.387 -1.171 1.570
H 3.061 -1.652 1.327
H 2.813 0.323 -0.212
H 3.929 -0.894 -0.848
H 2.704 -0.243 -1.911
H 0.058 -2.389 -2.839
C 7.332 -0.948 2.081
C 7.025 -1.280 0.640
O 5.966 -0.993 0.134
C 8.108 -1.988 -0.137
H 6.481 -0.442 2.531
H 7.551 -1.862 2.637
H 8.212 -0.305 2.138
H 8.354 -2.937 0.343
H 9.015 -1.380 -0.155
H 7.770 -2.170 -1.154
C -6.893 2.328 -0.639
C -5.954 2.791 0.452
O -5.897 3.953 0.781
C -5.110 1.723 1.096
H -7.454 3.174 -1.029
H -6.327 1.860 -1.447
H -7.582 1.579 -0.244
H -4.491 1.236 0.342
H -5.760 0.974 1.552
H -4.473 2.168 1.857
C -8.580 -0.479 4.848
C -8.243 -0.120 3.422
O -7.110 -0.184 3.004
C -9.391 0.319 2.547
H -7.678 -0.779 5.375
H -9.032 0.377 5.352
H -9.302 -1.297 4.867
H -9.868 1.203 2.973
H -10.141 -0.472 2.491
H -9.029 0.547 1.548
C 4.118 0.529 -6.168
C 4.019 0.970 -4.726
O 3.874 0.169 -3.832
C 4.107 2.452 -4.463
H 4.040 -0.554 -6.228
H 3.318 0.986 -6.754
H 5.069 0.852 -6.595
H 3.305 2.967 -4.997
H 5.059 2.842 -4.828
H 4.028 2.654 -3.399
C -4.087 -5.489 2.837
C -5.369 -4.764 3.174
O -6.318 -5.338 3.655
C -5.409 -3.290 2.852
H -4.186 -6.546 3.071
H -3.880 -5.364 1.772
H -3.251 -5.062 3.392
H -5.244 -3.138 1.784
H -4.621 -2.759 3.389
H -6.374 -2.875 3.132
C 7.483 5.197 -1.289
C 6.257 5.082 -2.162
O 5.500 4.145 -2.073
C 6.025 6.199 -3.152
H 7.540 4.340 -0.623
H 8.381 5.242 -1.907
H 7.438 6.116 -0.700
H 6.873 6.277 -3.834
H 5.931 7.151 -2.627
H 5.117 6.005 -3.718
```

E_tot: -2746.02950 Eh
max |F|: 0.030 Eh/bohr
total charge: 0
spin multiplicity: 1
LUMO: 0.514 eV